{
  "formula": "C28H32BCl40F3N2O7",
  "method": "wB97M-V/def2-TZVPD",
  "elements": ["C", "B", "O", "C", "C", "C", "C", "C", "C", "N", "N", "C", "C", "O", "O", "C", "C", "O", "C", "C", "C", "C", "F", "F", "F", "O", "C", "C", "C", "O", "O", "H", "H", "H", "H", "H", "H", "H", "H", "H", "H", "H", "H", "H", "H", "H", "H", "H", "H", "H", "H", "H", "H", "H", "H", "H", "H", "H", "H", "H", "H", "H", "H", "C", "Cl", "Cl", "Cl", "Cl", "C", "Cl", "Cl", "Cl", "Cl", "C", "Cl", "Cl", "Cl", "Cl", "C", "Cl", "Cl", "Cl", "Cl", "C", "Cl", "Cl", "Cl", "Cl", "C", "Cl", "Cl", "Cl", "Cl", "C", "Cl", "Cl", "Cl", "Cl", "C", "Cl", "Cl", "Cl", "Cl", "C", "Cl", "Cl", "Cl", "Cl", "C", "Cl", "Cl", "Cl", "Cl"],
  "positions_angstrom": [[-0.34, -5.53, 0.04], [0.94, -4.67, 0.36], [2.17, -5.16, -0.03], [0.81, -3.30, 1.19], [0.46, -3.78, 2.62], [-0.07, -2.73, 3.62], [0.90, -2.42, 4.76], [0.30, -1.61, 5.94], [-1.02, -0.91, 5.68], [-1.42, -0.18, 6.88], [-0.33, -2.59, 0.62], [-0.31, -2.40, -0.81], [-1.05, -1.21, -1.36], [-1.20, -1.01, -2.54], [-1.63, -0.38, -0.41], [-1.41, 0.97, -0.51], [-2.32, 1.72, 0.41], [-0.53, 1.46, -1.18], [2.14, -2.48, 1.17], [2.08, -1.07, 1.79], [2.63, 0.07, 0.95], [2.55, 1.37, 1.72], [1.29, 1.74, 2.03], [3.21, 1.29, 2.90], [3.11, 2.40, 1.04], [3.14, -3.20, 1.88], [4.31, -3.55, 1.16], [5.24, -2.35, 0.93], [5.34, -1.95, -0.52], [5.17, -2.69, -1.45], [5.70, -0.62, -0.70], [-0.40, -6.35, 0.75], [-1.26, -4.95, 0.05], [-0.21, -5.99, -0.95], [2.24, -5.21, -0.99], [-0.32, -4.53, 2.50], [1.33, -4.29, 3.04], [-0.41, -1.82, 3.13], [-0.96, -3.16, 4.09], [1.79, -1.90, 4.39], [1.24, -3.38, 5.13], [1.00, -0.82, 6.20], [0.19, -2.25, 6.82], [-0.92, -0.17, 4.88], [-1.79, -1.64, 5.39], [-2.23, 0.41, 6.71], [-1.64, -0.81, 7.64], [-0.59, -1.75, 1.12], [0.69, -2.32, -1.25], [-0.79, -3.24, -1.32], [-1.69, 2.19, 1.17], [-3.01, 1.04, 0.89], [-2.86, 2.48, -0.14], [2.48, -2.39, 0.13], [2.68, -1.14, 2.70], [1.08, -0.79, 2.11], [2.06, 0.21, 0.03], [3.69, -0.04, 0.74], [4.08, -4.01, 0.21], [4.82, -4.30, 1.76], [4.97, -1.50, 1.56], [6.26, -2.62, 1.23], [4.95, -0.19, -1.13], [0.18, 1.06, -5.71], [-0.02, 2.70, -6.35], [1.63, 0.33, -6.41], [0.33, 1.13, -3.96], [-1.23, 0.10, -6.14], [-4.70, 5.06, 1.98], [-3.83, 6.43, 2.66], [-6.40, 5.15, 2.44], [-4.57, 5.09, 0.22], [-4.01, 3.55, 2.59], [-4.70, -1.40, 3.44], [-5.25, 0.26, 3.72], [-3.46, -1.43, 2.19], [-4.03, -2.05, 4.94], [-6.07, -2.39, 2.93], [-4.03, -1.65, -9.05], [-4.22, 0.00, -9.65], [-2.57, -2.36, -9.74], [-3.89, -1.62, -7.29], [-5.43, -2.62, -9.52], [7.80, 1.52, 1.08], [8.87, 2.58, 2.00], [6.17, 2.21, 1.05], [8.42, 1.37, -0.57], [7.75, -0.06, 1.86], [8.73, -2.41, 4.98], [8.78, -0.67, 5.25], [10.12, -2.90, 4.02], [8.74, -3.26, 6.52], [7.24, -2.82, 4.10], [-9.41, -5.26, 2.82], [-11.12, -4.92, 3.05], [-9.23, -6.80, 1.97], [-8.68, -3.98, 1.85], [-8.60, -5.34, 4.38], [-0.56, 6.71, -7.57], [-2.08, 7.58, -7.41], [0.19, 6.52, -5.98], [-0.87, 5.11, -8.26], [0.53, 7.61, -8.63], [-0.25, 11.49, -6.22], [0.79, 12.69, -5.45], [-1.94, 11.83, -5.82], [-0.04, 11.55, -7.97], [0.17, 9.88, -5.64], [-6.31, 6.89, -7.10], [-7.24, 7.59, -8.43], [-7.39, 5.98, -6.04], [-5.06, 5.82, -7.74], [-5.54, 8.19, -6.17]],
  "smiles": "CB(O)[C@](CCCCCN)(NCC(=O)OC(C)=O)[C@@H](CCC(F)(F)F)OCCC(=O)O.ClC(Cl)(Cl)Cl.ClC(Cl)(Cl)Cl.ClC(Cl)(Cl)Cl.ClC(Cl)(Cl)Cl.ClC(Cl)(Cl)Cl.ClC(Cl)(Cl)Cl.ClC(Cl)(Cl)Cl.ClC(Cl)(Cl)Cl.ClC(Cl)(Cl)Cl.ClC(Cl)(Cl)Cl",
  "homo_ha": -0.338,
  "largest_force_ha_per_bohr": 0.033,
  "homo_lumo_gap_ev": 9.197
}



{
  "formula": "C4H7NO",
  "method": "wB97M-V/def2-TZVPD",
  "elements": ["C", "C", "C", "N", "C", "O", "H", "H", "H", "H", "H", "H", "H"],
  "positions_angstrom": [[-0.91, 0.40, 1.70], [-0.05, -1.35, -1.36], [0.88, -0.39, -1.85], [0.81, -1.06, -0.50], [0.15, 1.06, 0.87], [-0.11, 1.86, 0.01], [-0.76, -0.67, 1.84], [-1.91, 0.57, 1.31], [-0.78, 0.90, 2.66], [-0.83, -2.05, -1.54], [1.68, -0.78, -2.46], [0.63, 0.67, -1.87], [1.19, 0.85, 1.20]],
  "smiles": "C1=NC1.CC=O",
  "homo_ha": -0.354,
  "relative_energy_kcal_mol": 79.3,
  "largest_force_ha_per_bohr": 0.015,
  "homo_lumo_gap_ev": 10.574
}



{
  "formula": "C4H8O",
  "method": "wB97M-V/def2-TZVPD",
  "elements": ["C", "C", "C", "C", "O", "H", "H", "H", "H", "H", "H", "H", "H"],
  "positions_angstrom": [[-0.21, 1.63, -0.50], [-0.54, 0.19, -0.44], [0.52, -0.84, -0.46], [0.17, -1.15, 1.05], [-0.33, 0.06, 1.49], [-1.08, 2.27, -0.59], [0.22, 1.71, 0.51], [0.57, 1.89, -1.23], [-1.55, -0.15, -0.69], [0.34, -1.72, -1.10], [1.51, -0.42, -0.63], [1.00, -1.58, 1.63], [-0.63, -1.89, 0.97]],
  "homo_ha": -0.328,
  "relative_energy_kcal_mol": 70.8,
  "largest_force_ha_per_bohr": 0.054,
  "homo_lumo_gap_ev": 9.556
}



{
  "formula": "C2HO2S2",
  "method": "wB97M-V/def2-TZVPD",
  "elements": ["C", "C", "O", "O", "S", "S", "H"],
  "positions_angstrom": [[-3.00, 0.40, 0.04], [-1.50, -0.29, -0.20], [-3.23, 0.68, 1.22], [-3.57, 0.54, -1.00], [-1.27, -1.92, 0.00], [-0.05, 0.93, -0.16], [0.74, 0.01, -0.24]],
  "smiles": "O=C([O-])C(=S)S",
  "homo_ha": -0.152,
  "relative_energy_kcal_mol": 12.7,
  "total_charge": -1,
  "largest_force_ha_per_bohr": 0.094,
  "homo_lumo_gap_ev": 7.325
}



{
  "formula": "C12H20O",
  "method": "wB97M-V/def2-TZVPD",
  "elements": ["C", "C", "C", "C", "C", "C", "C", "C", "O", "H", "H", "H", "H", "H", "H", "H", "H", "H", "H", "C", "C", "C", "C", "H", "H", "H", "H", "H", "H", "H", "H", "H", "H"],
  "positions_angstrom": [[-1.43, -0.27, 0.94], [-1.91, -0.48, -0.54], [-0.76, 1.14, 0.95], [0.31, 1.38, 0.10], [-1.22, 2.04, 1.84], [0.79, 2.70, -0.07], [-0.65, 3.29, 1.78], [0.27, 3.67, 0.81], [0.65, 5.00, 0.85], [-2.36, -0.42, 1.62], [-0.66, -1.20, 1.23], [-2.02, -1.50, -0.94], [0.94, 0.49, -0.30], [-2.08, 1.81, 2.51], [1.54, 2.91, -0.89], [-0.93, 3.97, 2.56], [1.50, 4.98, 0.32], [-1.30, 0.10, -1.23], [-2.95, -0.07, -0.48], [1.00, -3.51, -1.23], [-0.46, -3.74, -0.82], [1.88, -4.61, -0.63], [1.18, -3.57, -2.76], [1.44, -2.54, -0.78], [-0.56, -3.91, 0.30], [-0.85, -4.68, -1.29], [1.90, -5.51, -1.13], [2.92, -4.17, -0.53], [1.69, -4.80, 0.41], [0.76, -2.75, -3.24], [2.25, -3.64, -3.04], [0.68, -4.46, -3.15], [-1.12, -2.83, -0.95]],
  "smiles": "CCc1ccc(O)cc1.CC(C)C",
  "homo_ha": -0.312,
  "relative_energy_kcal_mol": 48.7,
  "largest_force_ha_per_bohr": 0.079,
  "homo_lumo_gap_ev": 9.318
}



{
  "formula": "C34H38GeNO2PdSSeTe",
  "method": "wB97M-V/def2-TZVPD",
  "elements": ["Pd", "C", "C", "C", "C", "C", "O", "C", "C", "C", "C", "C", "C", "C", "O", "C", "C", "C", "N", "C", "C", "Te", "C", "C", "C", "C", "C", "C", "C", "C", "C", "C", "C", "C", "H", "H", "H", "H", "H", "H", "H", "H", "H", "H", "H", "H", "H", "H", "H", "H", "H", "H", "H", "H", "H", "H", "H", "H", "C", "Ge", "C", "C", "C", "Se", "C", "H", "H", "H", "H", "H", "H", "H", "H", "H", "H", "H", "H", "H", "H", "S"],
  "positions_angstrom": [[-0.78, -1.37, 0.30], [5.00, 2.39, -0.79], [3.84, 1.44, -0.74], [4.02, 0.06, -0.74], [2.96, -0.84, -0.71], [3.20, -2.28, -0.45], [2.29, -3.06, -0.25], [4.61, -2.80, -0.34], [4.96, -3.88, -1.14], [6.22, -4.45, -1.02], [7.11, -3.98, -0.08], [6.76, -2.93, 0.75], [5.51, -2.33, 0.62], [1.64, -0.35, -0.82], [0.67, -1.17, -1.12], [1.43, 1.04, -0.67], [2.53, 1.91, -0.67], [0.10, 1.59, -0.47], [-0.89, 0.85, -0.10], [-2.18, 1.44, 0.22], [-2.37, 1.46, 1.73], [-1.80, -0.35, 2.71], [0.23, 0.14, 2.92], [1.21, -0.82, 2.67], [2.55, -0.48, 2.73], [2.92, 0.82, 3.04], [1.95, 1.77, 3.33], [0.61, 1.43, 3.28], [-0.08, 3.06, -0.65], [0.06, 3.93, 0.43], [-0.12, 5.29, 0.25], [-0.44, 5.79, -1.00], [-0.57, 4.93, -2.08], [-0.38, 3.57, -1.91], [5.94, 1.84, -0.83], [5.02, 3.04, 0.08], [4.96, 3.03, -1.68], [5.03, -0.32, -0.75], [4.25, -4.25, -1.86], [6.49, -5.28, -1.67], [8.09, -4.44, 0.02], [7.45, -2.58, 1.50], [5.24, -1.51, 1.27], [2.36, 2.97, -0.61], [-2.96, 0.83, -0.25], [-2.30, 2.45, -0.17], [-3.41, 1.66, 2.01], [-1.75, 2.23, 2.18], [0.95, -1.85, 2.44], [3.30, -1.23, 2.53], [3.97, 1.09, 3.08], [2.24, 2.77, 3.61], [-0.13, 2.18, 3.54], [0.33, 3.53, 1.40], [-0.01, 5.96, 1.09], [-0.58, 6.85, -1.14], [-0.81, 5.32, -3.06], [-0.48, 2.89, -2.75], [-5.92, 0.68, -1.35], [-6.15, -1.19, -0.83], [-6.40, -2.32, -2.39], [-7.57, -1.42, 0.47], [-4.45, -1.67, 0.09], [-2.94, -1.75, -1.12], [-3.03, -3.64, -1.53], [-6.78, 1.02, -1.94], [-5.03, 0.80, -1.97], [-5.84, 1.32, -0.48], [-7.27, -1.97, -2.95], [-6.58, -3.36, -2.11], [-5.54, -2.27, -3.07], [-8.53, -1.14, 0.04], [-7.41, -0.79, 1.35], [-7.63, -2.45, 0.80], [-4.49, -2.62, 0.64], [-4.23, -0.89, 0.82], [-3.98, -3.82, -2.04], [-2.99, -4.23, -0.61], [-2.20, -3.89, -2.18], [-1.00, -3.42, 1.18]],
  "homo_ha": [-0.367, -0.373],
  "s_squared": 6.0251,
  "relative_energy_kcal_mol": 0.0,
  "total_charge": 1,
  "largest_force_ha_per_bohr": 0.007,
  "homo_lumo_gap_ev": [7.586, 4.943],
  "spin_multiplicity": 5
}



{
  "formula": "C2H8",
  "method": "wB97M-V/def2-TZVPD",
  "elements": ["C", "H", "H", "H", "H", "C", "H", "H", "H", "H"],
  "positions_angstrom": [[0.47, -0.05, 1.64], [1.46, -0.27, 1.21], [0.46, -0.37, 2.70], [-0.30, -0.60, 1.08], [0.28, 1.03, 1.59], [-0.47, 0.05, -1.64], [-0.51, 0.89, -2.35], [-0.41, 0.44, -0.62], [0.41, -0.56, -1.86], [-1.38, -0.56, -1.75]],
  "smiles": "C.C",
  "homo_ha": -0.467,
  "relative_energy_kcal_mol": 1.5,
  "largest_force_ha_per_bohr": 0.013,
  "homo_lumo_gap_ev": 13.835
}



{
  "formula": "C19H38BF5N2O5PS",
  "method": "wB97M-V/def2-TZVPD",
  "elements": ["C", "C", "B", "N", "C", "O", "F", "C", "O", "F", "O", "C", "S", "C", "P", "N", "O", "C", "F", "F", "F", "O", "H", "H", "H", "H", "H", "H", "H", "H", "H", "H", "C", "C", "C", "C", "C", "C", "H", "H", "H", "H", "H", "H", "H", "H", "H", "H", "H", "H", "H", "H", "C", "C", "C", "C", "C", "C", "H", "H", "H", "H", "H", "H", "H", "H", "H", "H", "H", "H", "H", "H"],
  "positions_angstrom": [[1.95, 2.33, 1.18], [1.79, 1.65, 2.54], [0.24, 1.22, 2.88], [-0.36, 2.34, 3.84], [-1.70, 2.48, 4.13], [-2.19, 2.85, 5.16], [-2.47, 2.25, 3.06], [0.36, 2.45, 5.05], [0.62, 1.62, 5.86], [0.82, 3.71, 5.21], [0.17, -0.15, 3.41], [-0.82, -0.91, 2.80], [-2.13, -0.96, 4.10], [-1.06, -0.18, 1.43], [-2.77, 0.15, 0.63], [-3.89, -0.92, 1.42], [-2.72, -0.78, -0.74], [-0.15, -0.90, 0.42], [1.12, -1.02, 0.85], [-0.08, -0.25, -0.77], [-0.59, -2.16, 0.17], [-0.59, 1.12, 1.63], [2.94, 2.78, 1.08], [1.83, 1.63, 0.34], [1.23, 3.15, 1.05], [2.44, 0.78, 2.60], [2.17, 2.36, 3.28], [-0.45, -1.93, 2.68], [-3.10, -1.64, 3.48], [-4.46, -0.33, 2.03], [-4.52, -1.25, 0.69], [-2.65, -0.20, -1.50], [5.61, 1.59, 1.01], [6.06, 2.77, 0.14], [6.16, 2.43, -1.34], [7.17, 1.34, -1.69], [8.60, 1.63, -1.23], [9.20, 2.88, -1.87], [6.32, 0.77, 0.97], [5.51, 1.89, 2.05], [4.64, 1.22, 0.68], [7.01, 3.15, 0.51], [5.34, 3.58, 0.26], [6.39, 3.34, -1.90], [5.17, 2.11, -1.70], [7.17, 1.19, -2.77], [6.85, 0.39, -1.25], [9.23, 0.77, -1.48], [8.64, 1.72, -0.15], [9.20, 2.79, -2.96], [10.23, 3.03, -1.55], [8.64, 3.77, -1.61], [-6.79, -1.07, -1.62], [-6.40, -2.51, -1.28], [-5.21, -3.03, -2.09], [-5.44, -3.09, -3.60], [-6.63, -3.94, -4.04], [-6.50, -5.41, -3.65], [-7.11, -0.98, -2.66], [-7.61, -0.73, -0.99], [-5.94, -0.40, -1.46], [-7.27, -3.17, -1.41], [-6.14, -2.57, -0.22], [-4.94, -4.02, -1.72], [-4.35, -2.39, -1.89], [-4.53, -3.47, -4.07], [-5.57, -2.07, -3.99], [-6.73, -3.87, -5.13], [-7.56, -3.53, -3.63], [-5.59, -5.85, -4.07], [-7.35, -5.99, -4.01], [-6.46, -5.53, -2.57]],
  "homo_ha": -0.212,
  "total_charge": -1,
  "largest_force_ha_per_bohr": 0.030,
  "homo_lumo_gap_ev": 8.225
}